Record 1
Below is one molecule with the formula C15H14Cl2N4O2 at a distorted geometry, with properties calculated with ωB97M-V/def2-TZVPD.

CARTESIAN COORDINATES (ANGSTROEM)
1 Cl -1.46969 -1.05750 -2.13550
2 Cl 0.85028 2.63769 1.44295
3 O 3.36372 -4.17116 2.79818
4 O -2.01608 2.49271 -4.69177
5 N 1.71301 -2.76438 3.50004
6 N -2.96581 0.59276 -4.16993
7 N -3.52143 1.06559 -5.33358
8 N 2.98249 -2.17873 1.82620
9 C 1.52122 -0.56235 0.62524
10 C -0.42672 0.83243 -0.34785
11 C -1.35997 1.60472 -2.43915
12 C 1.06336 -1.60787 2.91994
13 C -0.58261 -0.10571 1.94567
14 C -0.42563 -1.30110 2.79017
15 C -0.21237 3.23502 -0.91558
16 C 0.02780 -0.26720 0.53922
17 C -2.96550 2.13696 -5.61899
18 C 2.85194 -3.07850 2.81396
19 C 1.59718 -1.80105 1.43936
20 C -0.01580 2.18052 0.00903
21 C -2.09591 1.47836 -3.78029
22 C -1.07693 0.56452 -1.60997
23 C -0.80766 2.91780 -2.13558
24 H 0.17989 4.19816 -0.60006
25 H -0.89982 3.68684 -2.89508
26 H -0.88119 -1.13291 3.76123
27 H -3.22623 2.76312 -6.52392
28 H 1.24866 -3.65196 3.68974
29 H -1.58020 0.34102 1.84604
30 H -0.14168 0.55860 2.56313
31 H 1.23425 -2.67692 0.87367
32 H -0.42488 -1.22706 0.23353
33 H 3.70804 -2.40586 1.17072
34 H -0.84898 -2.12758 2.38834
35 H 1.87982 -0.74985 -0.40577
36 H 1.61902 -0.65687 3.27239
37 H 2.10439 0.23776 1.15424

## Properties
LUMO in eV: -0.2
SMILES: O=C1N[C@@H]2CC[C@@H](c3c(Cl)ccc(-c4nnco4)c3Cl)C[C@H]2N1



Record 2
Below is one molecule with the formula C15H14ClN3O3S at a distorted geometry, with properties calculated with ωB97M-V/def2-TZVPD.

CARTESIAN COORDINATES (ANGSTROEM)
1 Cl 4.82522 0.39004 -1.44590
2 S -4.25923 0.43949 -0.46269
3 O -5.54171 0.23592 0.15077
4 O -4.22774 0.59947 -1.88875
5 O -1.23099 -2.96226 0.59161
6 N 0.07959 1.01992 0.35098
7 N 0.33095 -1.35323 0.20759
8 N -0.86539 1.97526 0.44356
9 C -0.47498 -0.23060 0.22241
10 C 2.39626 -3.34119 1.00817
11 C -0.07510 -2.64837 0.43005
12 C 1.85128 2.34071 1.30322
13 C 2.35044 0.79150 -0.47811
14 C -3.05636 -0.86603 0.03761
15 C 4.11822 2.08124 0.54017
16 C -1.84362 -0.05314 0.22615
17 C 3.68812 1.14081 -0.38237
18 C -2.01730 1.34857 0.36331
19 C 1.43345 1.37412 0.39342
20 C 2.23410 -3.52387 -0.46105
21 C 3.18680 2.69086 1.36503
22 C -3.38788 1.87442 0.32007
23 C 1.03122 -3.64470 0.44139
24 H 2.59422 -2.35477 1.40298
25 H -3.83437 2.01806 1.30033
26 H -2.97731 -1.61074 -0.74660
27 H 2.87721 -4.12458 1.57332
28 H 1.11643 2.80727 1.93856
29 H -3.43330 -1.32002 0.94969
30 H 0.64218 -4.64083 0.61033
31 H 2.02927 0.11897 -1.25869
32 H 3.51149 3.44045 2.06952
33 H 5.16254 2.34190 0.59835
34 H 2.31032 -2.66606 -1.11208
35 H -3.49714 2.76412 -0.29096
36 H 2.60501 -4.43157 -0.91109
37 H 1.32358 -1.16508 0.21410

## Properties
LUMO in eV: 0.3
SMILES: O=C(Nc1c2c(nn1-c1cccc(Cl)c1)CS(=O)(=O)C2)C1CC1



Record 3
Below is C15H14CrN2O3S as an isolated structure at a distorted geometry, with properties calculated with ωB97M-V/def2-TZVPD.

CARTESIAN COORDINATES (ANGSTROEM)
1 Cr 0.10010 -0.05231 -1.51666
2 S 1.95980 0.88069 2.76214
3 O -0.74660 0.04269 0.16304
4 O 2.30670 2.36879 2.60654
5 O 3.20510 0.02369 2.49274
6 N 1.21080 0.67149 1.18734
7 N 1.41220 1.25429 -2.01666
8 C 0.27910 -2.41071 -1.42016
9 C -0.47870 -0.00861 2.62504
10 C -0.97830 -0.38101 5.33894
11 C 0.49020 0.29019 3.55944
12 C -1.97060 -0.69181 4.38874
13 C -1.72400 -0.50441 3.01804
14 C 0.84450 2.38959 -4.12916
15 C 1.05360 -1.94421 -2.52436
16 C -0.89700 1.55969 -2.45286
17 C 0.16100 -1.36731 -3.47016
18 C -1.08820 -2.12031 -1.68706
19 C 0.49790 1.82179 -2.93836
20 C 0.00120 0.24059 1.26384
21 C 0.26710 0.11639 4.92384
22 C -1.16230 -1.46401 -2.94876
23 H -1.15990 2.19309 -1.58596
24 H -2.06820 -1.09901 -3.43266
25 H 0.67110 -2.88171 -0.51696
26 H 1.89490 2.48089 -4.43176
27 H 2.13980 -2.00131 -2.61876
28 H 1.03780 0.35499 5.64584
29 H -2.48150 -0.74761 2.28434
30 H 2.39880 1.37979 -2.25386
31 H -1.92870 -2.32251 -1.02066
32 H 0.08140 2.83099 -4.77636
33 H -2.92640 -1.08011 4.71544
34 H -1.67250 1.57159 -3.22916
35 H 0.44460 -0.86461 -4.39736
36 H -1.17480 -0.52971 6.39254

## Properties
LUMO (spin up / spin down) in eV: 5.3 / 5.2
Expectation value of S²: 6.07
Total charge: -2
Multiplicity: 5



Record 4
Below is C15H14FeN4O4Te as an isolated structure, with properties calculated with ωB97M-V/def2-TZVPD.

CARTESIAN COORDINATES (ANGSTROEM)
1 Te 0.06318 -1.98041 2.43209
2 Fe -0.30489 0.27517 0.82938
3 O -3.48863 1.78620 2.68699
4 O -3.80839 5.68248 0.48542
5 O -1.80839 0.46024 2.01491
6 O -4.43426 4.19275 2.02619
7 N -1.74889 4.16155 -0.41217
8 N -1.00283 2.19452 0.14968
9 N 0.43525 -0.31239 -1.06481
10 N -0.34343 -0.26234 -2.16421
11 C -3.66992 4.62944 1.05284
12 C 1.68702 -0.34469 -1.52565
13 C 1.64645 -4.48510 2.62606
14 C 0.38319 -0.29071 -3.29107
15 C 1.31740 -3.46458 1.72927
16 C 1.80964 -3.48739 0.42199
17 C 2.97461 -5.53041 0.91783
18 C 0.22035 3.34236 -1.72153
19 C 1.70760 -0.33320 -2.92176
20 C -0.82005 3.22191 -0.66634
21 C 2.48083 -5.51286 2.21520
22 C 2.63621 -4.52275 0.02149
23 C -2.53513 1.54131 1.97063
24 C -2.56118 3.73351 0.60514
25 C -2.08771 2.50745 0.94512
26 H -1.34701 -0.28056 -2.07949
27 H 2.56619 -0.36205 -3.56838
28 H 2.51549 -0.37537 -0.83488
29 H 3.01640 -4.54871 -0.99129
30 H -0.22594 3.25792 -2.71373
31 H 3.62258 -6.33629 0.59988
32 H 1.25584 -4.47350 3.63511
33 H 0.96152 2.55484 -1.60563
34 H -4.14618 3.29748 2.34882
35 H 1.53094 -2.71401 -0.27806
36 H 0.72237 4.30753 -1.66202
37 H -0.08583 -0.28793 -4.26091
38 H -1.87629 5.06052 -0.85941
39 H 2.74191 -6.30193 2.90728

## Properties
LUMO (spin up / spin down) in eV: -2.9 / -5.5
Expectation value of S²: 8.77
Total charge: +1
Multiplicity: 6



Record 5
Below is C15H14N3O5Ti as an isolated structure at a distorted geometry, with properties calculated with ωB97M-V/def2-TZVPD.

CARTESIAN COORDINATES (ANGSTROEM)
1 Ti 0.46147 0.37130 -0.05205
2 O -1.03524 -0.15160 1.38375
3 O 4.39258 0.95085 0.16673
4 O -1.46953 -0.60773 3.53924
5 O 2.26323 0.60713 -0.48641
6 O -0.54044 2.05593 -0.41889
7 N 1.43702 0.09664 1.76213
8 N -1.47174 1.54434 -2.40885
9 N -0.18935 -1.29286 -1.17776
10 C -1.38513 2.30894 -1.31883
11 C 2.76772 -0.00121 4.14017
12 C 3.45918 0.29312 2.97028
13 C 3.25777 0.66860 0.38764
14 C -0.99354 -3.49953 -1.56380
15 C -1.44101 -1.76135 -3.14822
16 C -0.66970 -0.31964 2.56369
17 C -1.57696 -3.08707 -2.75353
18 C 2.73807 0.33439 1.78386
19 C 0.75690 -0.17370 2.88490
20 C -0.32119 -2.56909 -0.79554
21 C -0.47646 0.54614 -2.79437
22 C -0.72571 -0.88961 -2.34697
23 C 1.38999 -0.23561 4.11312
24 C -2.30060 3.47906 -1.20424
25 H 0.52085 0.89466 -2.48270
26 H -2.25289 3.88788 -0.19929
27 H -0.44304 0.54402 -3.88357
28 H 0.13428 -2.84274 0.14841
29 H -1.86506 -1.41962 -4.08245
30 H -1.99470 4.25262 -1.91157
31 H -1.05981 -4.52449 -1.22933
32 H -2.40354 -0.67077 3.26918
33 H -2.11929 -3.78841 -3.37264
34 H -2.16582 1.79514 -3.09856
35 H 0.83082 -0.45033 5.01257
36 H -3.32750 3.20017 -1.43972
37 H 3.29693 -0.03962 5.08259
38 H 4.52143 0.49408 2.96103

## Properties
LUMO (spin up / spin down) in eV: -7.3 / -7.5
Expectation value of S²: 0.75
Total charge: +2
Multiplicity: 2



Record 6
Below is C15H14NO4PbSSe as an isolated structure at a distorted geometry, with properties calculated with ωB97M-V/def2-TZVPD.

CARTESIAN COORDINATES (ANGSTROEM)
1 Pb 0.60645 -1.59347 -1.93251
2 Se 0.70198 0.90625 -1.20085
3 S 3.81632 0.08786 -1.39803
4 O 0.12132 -2.98698 5.20546
5 O -1.53854 -1.46796 4.91147
6 O -3.16616 -1.99511 -0.08630
7 O -1.54218 -1.72029 -1.56957
8 N 0.34859 -2.14914 0.30012
9 C -1.77723 1.91058 -0.01145
10 C -1.24291 -2.12619 2.02782
11 C 1.29324 -2.27981 1.25470
12 C -0.25443 -2.16465 3.03684
13 C -1.97894 -1.96006 -0.36385
14 C -0.63132 -2.24695 4.57255
15 C -0.91374 -2.10822 0.70532
16 C -3.17094 1.96587 -2.38328
17 C 3.84548 1.18966 -2.84417
18 C -1.13626 1.49235 -1.16954
19 C -3.82387 2.35024 -1.20835
20 C 3.93373 1.11754 0.04498
21 C 1.07190 -2.29771 2.59779
22 C -3.12691 2.26905 -0.01647
23 C -1.82583 1.58574 -2.36713
24 H -2.29391 -1.94987 2.26041
25 H 4.25695 0.49334 0.82375
26 H 3.19232 2.04013 -2.80520
27 H 4.62615 1.96202 -0.19472
28 H -3.65019 2.59935 0.88867
29 H -1.41448 1.30902 -3.32412
30 H 2.33333 -2.35662 0.86074
31 H 2.99637 1.57272 0.40393
32 H 4.86513 1.61409 -3.05727
33 H -4.82842 2.75331 -1.20702
34 H -1.27109 1.85478 0.96211
35 H 3.46757 0.62704 -3.70531
36 H 1.87869 -2.44019 3.29956
37 H -3.76820 2.14228 -3.31106

## Properties
LUMO in eV: 2.2
Total charge: -1



Record 7
Below is C15H14O3ReS5Sb as an isolated structure, with properties calculated with ωB97M-V/def2-TZVPD.

CARTESIAN COORDINATES (ANGSTROEM)
1 Re -0.68701 -1.27076 1.00496
2 Sb 2.06532 -2.95112 2.96744
3 S 0.98393 -2.85688 0.59546
4 S -0.68932 -0.80997 3.01393
5 S 3.46875 -1.29248 2.97606
6 S -2.44556 -1.85507 -0.94943
7 S 1.11954 -4.65704 3.89127
8 O -2.19711 -0.50956 -0.26308
9 O -1.92034 -2.73080 0.19242
10 O -1.73721 -2.05871 -2.16397
11 C 4.57349 -1.48146 -0.63745
12 C -1.82285 4.31527 -0.79563
13 C 0.62348 0.05526 0.12012
14 C 3.04453 0.44242 -0.44557
15 C -0.75477 2.25384 -0.07542
16 C -2.68509 3.09411 1.11481
17 C 2.17419 -1.85256 -0.37272
18 C 1.93064 -0.39969 -0.20498
19 C -0.82501 3.37517 -0.93694
20 C -2.74897 4.17141 0.23071
21 C 3.56856 -2.34810 -0.44019
22 C -4.15529 -2.10575 -1.14577
23 C 4.28942 -0.07742 -0.66024
24 C 0.31637 1.35837 -0.31347
25 C -1.70467 2.14194 0.96420
26 H -4.28234 -3.12102 -1.52024
27 H -4.49260 -1.38602 -1.89184
28 H -1.87411 5.16077 -1.46643
29 H 1.79088 -2.04136 -1.39766
30 H 2.93856 1.51507 -0.36973
31 H -4.65819 -1.96129 -0.19333
32 H -0.09114 3.48755 -1.72537
33 H 3.73123 -3.41955 -0.44351
34 H 1.02053 1.76802 -1.03443
35 H -1.64919 1.33534 1.67570
36 H 5.11413 0.60897 -0.81113
37 H -3.52460 4.91605 0.35723
38 H -3.39721 3.01362 1.92397
39 H 5.58903 -1.82654 -0.76972

## Properties
LUMO in eV: -8.3
Total charge: +2



Record 8
Below is C15H15AsF6HfN4O3S as an isolated structure at a distorted geometry, with properties calculated with ωB97M-V/def2-TZVPD.

CARTESIAN COORDINATES (ANGSTROEM)
1 Hf -0.19515 0.46970 -0.03917
2 As 3.15794 -0.46696 0.62272
3 S -2.27701 -0.80464 1.83136
4 F 0.33970 0.49353 -1.97938
5 F 3.09089 -1.53099 -1.14402
6 F 2.00773 1.01604 -0.15544
7 F 3.09324 0.13333 2.41738
8 F 0.26970 1.70965 1.47336
9 F 4.96845 -0.27402 0.51912
10 O -0.46808 -1.84329 -0.71890
11 O 0.75970 -1.13925 0.92398
12 O 3.23843 -2.83566 1.33325
13 N -0.01805 2.69454 -1.05052
14 N -2.09739 1.50352 -0.23325
15 N -3.27537 0.74625 -0.18915
16 N -4.74858 -0.66289 0.82511
17 C 1.54368 4.44468 -1.46261
18 C 2.38841 -3.74984 0.76133
19 C 0.95726 -5.78504 -0.49567
20 C 1.17920 3.10027 -1.48706
21 C -0.96672 3.51411 -0.60739
22 C 0.43815 -2.10331 0.09660
23 C 0.44684 -4.48126 -0.36203
24 C -2.15403 2.82183 -0.11255
25 C 2.92512 -5.01732 0.62249
26 C -3.24125 3.56033 0.60370
27 C 2.22471 -6.07371 -0.01236
28 C 1.10184 -3.45451 0.25757
29 C 0.56642 5.35284 -0.98096
30 C -3.48230 -0.23110 0.79804
31 C -0.69423 4.90543 -0.59657
32 H 2.51915 4.76724 -1.83831
33 H -0.51110 -4.27445 -0.78601
34 H 0.78236 6.42220 -0.94070
35 H -1.48963 5.60131 -0.34831
36 H 4.08676 -2.92885 0.84873
37 H 2.66633 -7.06846 -0.13960
38 H -5.09088 -1.27028 1.58082
39 H 0.33935 -6.49827 -1.00602
40 H -3.80748 4.21666 -0.08219
41 H -4.08004 1.07732 -0.73292
42 H 3.91968 -5.22675 0.99040
43 H -2.80725 4.16547 1.43886
44 H 1.83748 2.32333 -1.82675
45 H -5.50475 -0.13154 0.40383
46 H -3.93925 2.81279 0.97920

## Properties
LUMO (spin up / spin down) in eV: -14.2 / -14.2
Expectation value of S²: 0.77
Total charge: +3
Multiplicity: 2



In order of appearance, ΔE to the lowest compared entry with this formula, charge and spin = 69.2; 24.8; 9.5; 6.4; 1.5; 0.8; 20.0; 30.9 kcal/mol.